1.
DFT (wB97M-V/def2-TZVPD) results for C14H12Cl3N5O4Re as an isolated structure.

## Properties
2S+1 = 4
ΔE to the lowest compared entry with this formula, charge and spin = 0.0 kJ/mol
Charge = +2
Gap between HOMO and LUMO (alpha / beta) = 7.95 / 6.09 eV

The geometry in XYZ format:
```
39
C14H12Cl3N5O4Re wB97M-V/def2-TZVPD
C 3.830 -1.408 1.577
C -0.338 3.812 -2.301
Cl 2.426 -0.753 -0.688
C 2.753 -1.450 3.755
Cl 0.139 -0.893 4.164
O 0.139 -3.658 -2.942
H 0.690 4.494 -0.562
C -2.885 -1.893 -0.766
N -0.200 1.294 -1.123
C -0.815 1.489 -2.348
C -4.108 -0.325 0.172
H 2.818 -1.610 4.822
Cl 5.370 -2.051 3.679
H -2.432 0.929 0.459
H -5.056 -2.203 -0.498
H 1.240 3.055 1.189
C 0.316 2.379 -0.482
O 0.103 -2.813 -0.916
H 4.706 -1.527 0.957
C 0.258 3.655 -1.089
N 0.900 2.233 0.718
H 0.753 1.405 1.273
Re -0.009 -0.734 -0.673
C 2.605 -1.056 1.065
H -1.228 0.602 -2.811
H -1.395 2.786 -3.911
O 0.274 -0.530 1.217
H -2.507 -2.793 -1.221
H -4.867 0.306 0.605
H -0.384 4.791 -2.758
N -2.836 0.075 0.108
N 0.073 -2.748 -2.222
C 3.881 -1.607 2.956
O -0.055 -1.497 -2.602
C 1.538 -1.094 3.191
N -2.059 -0.872 -0.467
C -4.180 -1.589 -0.387
C -0.906 2.696 -2.953
C 1.447 -0.893 1.813
```

=====

2.
DFT (wB97M-V/def2-TZVPD) results for a 13-piece molecular cluster, C47H124N4O17 overall.

## Properties
ΔE to the lowest compared entry with this formula, charge and spin = 113.4 kJ/mol
Charge = 0
Gap between HOMO and LUMO = 8.99 eV

The geometry in XYZ format:
```
192
C47H124N4O17 wB97M-V/def2-TZVPD
H 11.731 2.229 -7.379
H 16.083 3.176 -9.283
H 20.882 1.883 -13.923
H 19.044 1.854 -9.984
H 14.045 1.857 -12.896
H 14.602 14.846 -9.051
H 22.846 6.092 -9.204
H 12.035 6.318 -10.071
H 17.262 9.076 -9.391
C 19.822 11.561 -10.574
H 14.267 3.080 -11.654
H 21.283 -0.953 -18.573
H 12.161 3.028 -12.629
H 19.492 0.903 -14.204
O 13.553 6.080 -8.557
O 12.824 13.799 -9.489
C 14.484 0.690 -8.561
H 9.244 10.706 -11.985
H 23.045 6.209 -10.990
H 19.282 2.591 -13.728
H 9.022 5.492 -10.539
C 11.597 3.297 -7.174
H 11.197 11.143 -9.918
H 15.858 10.740 -11.171
H 21.142 -0.619 -8.120
C 9.778 11.586 -12.356
C 13.790 2.115 -11.860
H 13.424 0.251 -10.999
H 13.759 3.590 -4.493
H 9.780 2.542 -11.262
H 11.767 1.922 -9.981
H 20.306 11.791 -9.626
H 16.580 6.999 -7.787
H 12.158 3.410 -4.351
H 17.864 12.348 -6.190
H 20.718 1.421 -18.255
C 22.972 5.532 -10.130
H 19.787 4.377 -10.145
H 9.503 11.638 -13.412
H 18.650 12.278 -18.298
H 10.005 3.617 -9.834
H 9.188 6.005 -12.216
H 16.424 10.277 -6.801
O 12.050 12.491 -12.225
O 20.186 -0.600 -8.192
H 20.662 1.353 -8.611
C 12.947 3.095 -5.042
C 14.512 12.845 -8.200
H 20.619 8.509 -13.349
C 17.057 7.030 -9.798
H 14.659 12.365 -10.851
H 19.512 9.133 -5.976
H 15.479 8.576 -9.732
O 24.466 4.295 -11.514
O 12.622 5.177 -6.096
C 19.771 0.747 -8.437
O 21.591 -1.287 -20.976
H 18.426 -0.076 -17.231
H 18.183 8.937 -17.233
O 14.533 1.542 -9.674
C 18.998 1.263 -7.220
H 15.869 13.592 -10.689
H 18.686 6.976 -15.489
C 14.787 13.430 -10.675
O 16.593 8.811 -11.349
C 18.829 0.835 -9.649
H 19.732 -0.329 -21.094
H 18.400 10.263 -15.244
C 11.819 2.781 -10.648
H 18.296 0.601 -6.716
H 11.603 10.659 -12.951
H 17.998 1.798 -15.933
C 17.987 10.584 -5.282
H 18.402 2.150 -7.460
N 12.330 2.295 -11.948
C 11.253 11.307 -12.148
H 18.097 4.968 -14.506
C 19.879 1.917 -14.358
O 20.726 7.046 -11.975
H 19.095 7.560 -13.106
C 20.196 7.522 -13.162
H 19.647 -1.249 -18.855
H 11.989 12.891 -11.344
H 16.310 10.074 -12.779
C 19.316 0.547 -17.139
H 8.369 4.486 -11.897
O 17.400 7.054 -17.067
C 18.931 1.880 -16.504
H 17.199 12.818 -17.550
N 16.434 6.448 -8.622
H 20.326 6.944 -14.091
H 14.502 5.967 -8.754
H 19.047 5.973 -11.571
H 15.142 0.480 -11.291
O 17.825 11.986 -5.300
C 17.988 11.172 -15.680
H 12.561 10.408 -10.692
H 14.214 13.167 -7.198
H 18.052 11.132 -11.152
H 15.940 10.193 -5.055
H 15.611 7.317 -15.111
H 18.947 10.383 -7.160
H 24.304 3.923 -9.519
H 13.458 0.487 -8.211
H 18.027 6.532 -17.581
C 15.790 9.880 -11.844
H 14.985 1.260 -7.778
H 20.015 0.023 -16.473
H 16.435 3.892 -12.337
O 18.477 9.777 -17.621
O 10.429 4.473 -11.621
C 17.572 10.775 -17.101
H 26.137 5.465 -12.021
C 11.486 10.585 -10.811
H 18.668 12.020 -15.670
C 17.468 5.259 -15.349
H 16.769 6.577 -10.746
H 12.532 5.612 -6.963
H 16.449 5.129 -14.976
C 14.236 0.987 -10.950
C 20.134 5.828 -11.568
H 18.621 2.596 -17.269
H 13.693 6.386 -10.543
H 17.697 4.776 -8.202
H 16.737 8.859 -5.734
C 24.317 4.799 -10.169
C 17.220 3.488 -11.680
H 17.059 2.435 -11.443
C 20.582 5.109 -10.301
H 20.020 10.500 -10.759
H 18.086 3.664 -12.320
C 17.635 11.951 -18.063
H 25.228 4.548 -13.293
H 17.092 11.468 -15.126
H 22.783 -1.758 -22.494
H 14.730 9.622 -11.898
C 16.703 9.953 -5.800
H 12.400 3.636 -10.280
H 13.001 7.775 -9.627
C 10.416 3.307 -10.800
C 21.990 -1.033 -22.320
H 22.072 4.033 -11.230
H 16.008 4.704 -7.550
C 19.202 10.167 -6.117
H 21.178 0.675 -20.640
C 16.642 4.991 -8.390
C 17.631 6.763 -15.689
C 9.179 5.136 -11.560
H 17.097 11.853 -19.004
H 19.740 1.596 -6.486
C 20.671 -0.289 -20.538
H 17.778 0.727 -9.381
H 15.256 4.573 -10.002
H 14.304 14.005 -11.461
C 14.265 13.843 -9.323
H 11.367 3.937 -8.022
H 18.151 7.029 -9.822
H 15.553 12.509 -8.125
C 13.006 6.691 -9.744
H 20.579 5.752 -9.417
O 17.300 4.269 -10.514
H 20.324 5.071 -12.346
H 20.272 12.130 -11.390
C 16.640 7.623 -14.915
C 20.411 -0.493 -19.060
H 11.032 9.595 -10.753
H 21.118 -1.222 -22.955
N 21.927 4.559 -10.382
O 18.409 11.766 -10.522
H 12.365 14.105 -8.701
H 16.565 10.359 -17.201
C 25.157 5.161 -12.394
H 13.647 3.657 -7.063
H 16.748 7.718 -13.834
H 13.941 11.914 -8.272
C 12.791 3.789 -6.382
O 19.943 2.411 -15.665
H 14.858 -0.331 -8.702
H 9.380 12.479 -11.877
H 13.078 2.018 -5.068
H 24.601 6.054 -12.699
H 18.191 10.236 -4.267
H 25.202 5.401 -9.953
N 19.984 0.746 -18.429
H 19.044 0.127 -10.450
H 17.662 4.653 -16.231
H 20.057 10.796 -5.860
C 16.541 8.482 -9.957
C 16.210 4.209 -9.613
H 22.373 -0.034 -22.547
H 16.731 8.633 -15.323
H 10.704 3.278 -6.535
```

=====

3.
DFT (wB97M-V/def2-TZVPD) results for C6H10O as an isolated structure.

## Properties
ΔE to the lowest compared entry with this formula, charge and spin = 349.6 kJ/mol
Charge = 0
Gap between HOMO and LUMO = 8.22 eV

The geometry in XYZ format:
```
17
C6H10O wB97M-V/def2-TZVPD
C 0.062 -1.145 0.472
C 0.203 0.908 -0.880
H -2.561 0.212 -1.170
O 0.267 2.210 -0.529
C -1.383 -1.220 0.051
H -0.930 0.622 -1.247
C -1.797 0.180 -0.387
C 0.772 -0.092 0.044
H 0.522 -1.953 1.043
H 2.583 -0.665 1.048
H 2.394 1.090 0.825
H -2.016 -1.614 0.859
H 2.829 0.079 -0.555
H -1.500 -1.910 -0.800
H 0.379 2.331 0.431
C 2.228 0.109 0.361
H -2.050 0.861 0.434
```

=====

4.
DFT (wB97M-V/def2-TZVPD) results for a 2-piece molecular cluster, C5H8O overall.

## Properties
ΔE to the lowest compared entry with this formula, charge and spin = 524.1 kJ/mol
Charge = 0
Gap between HOMO and LUMO (alpha / beta) = 6.85 / 8.00 eV

The geometry in XYZ format:
```
14
C5H8O wB97M-V/def2-TZVPD
C 0.391 1.572 -0.675
H 1.110 1.764 -1.477
O 1.427 -0.019 1.051
H 0.268 2.477 -0.071
H -1.822 1.236 -0.774
C 0.149 -1.668 1.575
C 0.687 0.284 0.092
H -0.281 -1.412 -0.952
H 1.117 -2.032 1.889
C -0.887 0.838 -1.183
H -0.461 -2.377 1.030
C -0.352 -0.429 -0.497
H -0.972 0.787 -2.274
H -0.375 -1.021 2.266
```

=====

5.
DFT (wB97M-V/def2-TZVPD) results for C4H11ClNP as an isolated structure.

## Properties
ΔE to the lowest compared entry with this formula, charge and spin = 168.4 kJ/mol
Charge = 0
Gap between HOMO and LUMO = 9.47 eV

The geometry in XYZ format:
```
18
C4H11ClNP wB97M-V/def2-TZVPD
Cl 2.310 1.479 0.335
H -0.831 0.701 -2.232
C 0.862 -1.336 1.163
H 2.631 -2.128 -0.253
H 3.068 2.504 -0.056
H 1.362 -0.890 2.136
H -1.650 -0.619 0.422
H -2.404 2.157 0.467
C -1.416 0.275 -0.168
H -0.686 -2.145 0.576
H -0.869 2.451 -0.446
N -0.281 -1.780 1.448
C -1.028 0.001 -1.411
P 1.589 -1.109 -0.481
H -0.931 -1.059 -1.899
C -1.450 1.710 0.293
H -1.064 1.859 1.203
H 0.788 -2.070 -1.097
```

=====

- The highest ΔE to the lowest compared entry with this formula, charge and spin belongs to which entry?
  C5H8O

=====

- The highest charge belongs to which entry?
  C14H12Cl3N5O4Re